i.
Here is a cluster of 2 separate species, H2N2O3S in total from the OMol25 dataset. Energies are from ωB97M-V with the def2-TZVPD basis set.

```
! RIJCOSX wB97M-V def2-TZVPD def2/J DEFGRID3
* xyz 0 1
N 1.814 1.258 0.092
N -1.247 -0.136 0.127
O 1.272 2.063 -0.541
O 0.615 -1.294 -1.261
O 0.562 -1.749 1.123
S 0.358 -0.775 0.029
H -1.681 0.336 1.036
H -1.693 0.297 -0.604
*
```

* frontier orbital gap (alpha / beta): 8.229 / 8.124 eV
* E_HOMO (alpha / beta): -0.3403 / -0.3501 Eh


ii.
Here is a structure of composition H2N2O3S from the OMol25 dataset. Energies are from ωB97M-V with the def2-TZVPD basis set.

```
! RIJCOSX wB97M-V def2-TZVPD def2/J DEFGRID3
* xyz 0 1
N -2.135 1.304 -0.213
N 0.308 0.476 0.138
O -4.184 -0.253 -0.496
O -2.212 -1.042 0.893
O -0.639 1.117 0.640
S -2.856 0.005 0.106
H 0.996 0.954 -0.473
H 0.327 -0.520 0.207
*
```

* frontier orbital gap: 9.552 eV
* E_HOMO: -0.3660 Eh


Energy comparison, zero being the most stable, in kJ/mol: i 0.0; ii 160.1.


i.
Here is a structure of composition ArH26O13 from the OMol25 dataset. Energies are from ωB97M-V with the def2-TZVPD basis set.

```
! RIJCOSX wB97M-V def2-TZVPD def2/J DEFGRID3
* xyz 0 1
Ar 0.363 0.163 -0.718
O 0.550 -3.167 -1.383
H 0.656 -4.093 -1.601
H 0.146 -3.170 -0.515
O 3.282 0.629 -2.152
H 3.451 0.480 -1.222
H 2.846 -0.170 -2.448
O 2.159 -1.611 -3.318
H 1.794 -2.232 -2.688
H 1.398 -1.278 -3.794
O 2.401 0.772 2.287
H 1.908 1.560 2.060
H 1.766 0.061 2.211
O 1.265 2.952 -2.983
H 1.782 2.278 -2.540
H 0.935 3.505 -2.275
O 1.327 3.477 1.710
H 0.832 3.602 0.900
H 2.031 4.125 1.664
O 0.105 -0.715 2.813
H 0.442 -1.065 3.637
H 0.023 -1.480 2.243
O -2.539 2.720 -0.195
H -2.998 2.202 -0.855
H -2.393 2.112 0.530
O -2.384 -3.161 -1.005
H -2.749 -4.035 -1.148
H -1.538 -3.179 -1.454
O -2.083 0.776 1.743
H -1.224 0.408 1.947
H -2.488 0.928 2.597
O -3.429 -1.807 1.278
H -2.954 -1.011 1.040
H -3.023 -2.495 0.750
O -0.111 4.010 -0.737
H -0.869 3.427 -0.705
H -0.461 4.871 -0.508
O -0.085 -3.074 1.586
H -0.822 -3.679 1.672
H 0.688 -3.638 1.577
*
```

* frontier orbital gap: 9.282 eV
* E_HOMO: -0.3690 Eh


ii.
Here is a structure of composition ArH26O13 from the OMol25 dataset. Energies are from ωB97M-V with the def2-TZVPD basis set.

```
! RIJCOSX wB97M-V def2-TZVPD def2/J DEFGRID3
* xyz 0 1
Ar -9.890 13.223 19.418
O -10.604 13.677 16.095
H -11.060 13.915 15.287
H -9.834 14.246 16.112
O -9.532 8.996 18.643
H -8.935 9.413 19.264
H -10.228 8.629 19.188
O -8.122 15.471 22.352
H -8.979 15.695 21.990
H -7.663 15.038 21.633
O -6.719 11.779 17.804
H -6.464 11.222 17.068
H -7.582 11.455 18.062
O -12.126 15.523 18.473
H -12.363 15.226 19.352
H -11.170 15.555 18.480
O -9.436 11.061 16.780
H -10.072 11.650 17.186
H -9.548 10.231 17.244
O -9.918 17.143 19.306
H -9.931 17.005 20.253
H -9.090 17.593 19.140
O -12.552 11.715 21.716
H -12.224 11.025 22.292
H -13.469 11.487 21.565
O -13.602 12.956 18.946
H -13.212 12.243 19.453
H -13.090 12.984 18.138
O -6.857 14.299 20.303
H -6.209 13.612 20.146
H -7.083 14.620 19.429
O -12.371 14.584 21.146
H -11.813 14.667 21.920
H -12.641 13.666 21.143
O -7.712 10.202 20.347
H -6.893 10.646 20.123
H -7.571 9.873 21.234
O -7.891 14.728 17.275
H -7.801 13.776 17.318
H -7.625 14.955 16.384
*
```

* frontier orbital gap: 9.360 eV
* E_HOMO: -0.3523 Eh


Energy comparison, zero being the most stable, in kJ/mol: i 0.0; ii 84.1.


i.
Here is a structure of composition C15H19N3O3S from the OMol25 dataset. Energies are from ωB97M-V with the def2-TZVPD basis set.

```
! RIJCOSX wB97M-V def2-TZVPD def2/J DEFGRID3
* xyz 0 1
C 3.455 3.110 0.850
C 4.321 1.815 1.034
O 4.128 1.040 -0.076
C 4.652 -0.329 0.084
C 4.235 -1.361 -1.224
C 2.681 -1.416 -1.123
N 2.003 -1.491 -2.117
N 0.757 -1.478 -2.276
C 0.349 -1.539 -1.016
N -0.866 -1.738 -0.546
C -1.349 -1.539 0.787
O -0.611 -1.622 1.588
C -2.782 -2.047 0.831
C -3.144 -3.263 1.006
H -4.244 -3.478 0.999
H -2.973 -3.845 0.146
H -2.591 -4.007 1.825
O -3.551 -1.327 -0.043
C -3.401 0.201 -0.310
C -4.365 0.658 -1.121
C -4.438 1.968 -1.547
C -3.741 2.929 -0.534
C -2.804 2.434 0.349
C -2.795 1.005 0.695
H -2.074 0.752 1.048
H -2.109 3.005 0.884
H -3.656 3.714 -0.862
H -5.001 2.524 -2.260
H -5.006 -0.112 -1.713
H -3.046 -1.442 1.974
H -1.594 -1.587 -1.319
S 1.668 -1.496 0.115
H 4.599 -0.705 -1.983
H 4.649 -2.295 -0.967
H 4.239 -0.833 1.058
H 5.733 0.026 0.187
H 3.834 1.360 1.794
H 5.242 2.053 1.425
H 2.328 2.934 0.665
H 3.648 3.694 -0.057
H 3.619 3.728 1.750
*
```

* frontier orbital gap: 8.580 eV
* E_HOMO: -0.3082 Eh


ii.
Here is the molecule C15H19N3O3S from the OMol25 dataset. Energies are from ωB97M-V with the def2-TZVPD basis set.

```
! RIJCOSX wB97M-V def2-TZVPD def2/J DEFGRID3
* xyz 0 1
C 3.412 3.801 -0.163
O 3.708 2.460 -0.457
C 2.921 1.491 0.090
C 1.818 1.715 0.894
C 1.079 0.654 1.403
C 1.443 -0.646 1.118
C 0.662 -1.825 1.655
C 0.239 -2.666 0.485
O 0.802 -3.669 0.115
N -0.834 -2.208 -0.265
C -1.678 -1.162 -0.061
N -1.766 -0.416 0.984
N -2.695 0.526 0.894
C -3.353 0.541 -0.201
C -4.467 1.468 -0.535
C -4.489 2.643 0.438
C -5.792 0.697 -0.500
S -2.834 -0.720 -1.326
C 2.554 -0.884 0.310
C 3.294 0.161 -0.211
O 4.386 0.022 -1.013
C 4.806 -1.277 -1.346
H 4.170 4.388 -0.679
H 2.421 4.088 -0.532
H 3.470 4.001 0.912
H 1.514 2.720 1.137
H 0.218 0.853 2.020
H -0.204 -1.474 2.212
H 1.302 -2.438 2.292
H -1.006 -2.758 -1.099
H -4.308 1.838 -1.554
H -3.549 3.186 0.400
H -5.299 3.321 0.183
H -4.632 2.283 1.453
H -6.612 1.359 -0.764
H -5.969 0.304 0.498
H -5.774 -0.132 -1.205
H 2.825 -1.906 0.097
H 4.029 -1.827 -1.888
H 5.673 -1.149 -1.991
H 5.097 -1.848 -0.457
*
```

* frontier orbital gap: 8.379 eV
* SMILES string: COc1ccc(CC(=O)Nc2nnc(C(C)C)s2)cc1OC
* E_HOMO: -0.2908 Eh


Energy comparison, zero being the most stable, in kJ/mol: i 1278.5; ii 0.0.


i.
Here is a cluster of 3 separate species, C3H12N2O2 in total from the OMol25 dataset. Energies are from ωB97M-V with the def2-TZVPD basis set.

```
! RIJCOSX wB97M-V def2-TZVPD def2/J DEFGRID3
* xyz 0 1
C -1.916 -1.913 -0.437
C -0.527 -1.270 -0.412
N 0.628 -2.004 0.032
C -0.299 -0.319 -1.353
N 0.800 -0.082 -2.219
H -1.969 -2.176 -1.492
H -1.812 -2.829 0.162
H -2.654 -1.230 -0.030
H 1.534 -1.726 -0.285
H 0.443 -2.974 -0.209
H -1.214 0.247 -1.536
H 1.552 -0.627 -1.819
H 1.055 0.897 -2.217
O 4.462 4.318 2.242
H 3.631 4.276 2.728
H 4.517 5.187 1.827
O -2.448 1.000 1.584
H -3.246 1.154 2.088
H -2.536 0.071 1.345
*
```

* frontier orbital gap: 8.148 eV
* SMILES string: C/C(N)=C/N.O.O
* E_HOMO: -0.2691 Eh


ii.
Here is a cluster of 3 separate species, C3H12N2O2 in total from the OMol25 dataset. Energies are from ωB97M-V with the def2-TZVPD basis set.

```
! RIJCOSX wB97M-V def2-TZVPD def2/J DEFGRID3
* xyz 0 1
C -0.956 -2.068 -0.104
C 2.379 0.659 1.744
N -0.882 -1.307 0.935
O 1.629 -0.146 0.842
H -1.520 -0.489 0.829
H 0.051 -1.085 1.297
H -0.106 -2.679 -0.388
H -1.886 -2.140 -0.642
H 1.840 1.576 1.995
H 2.528 0.054 2.641
H 3.350 0.922 1.315
C -2.002 1.111 -1.711
N 1.370 0.622 -0.370
O -1.438 0.187 -0.840
H 1.836 0.081 -1.095
H 0.346 0.526 -0.533
H -1.251 1.638 -2.327
H -2.569 1.894 -1.175
H -2.718 0.646 -2.413
*
```

* frontier orbital gap: 7.952 eV
* E_HOMO: -0.2932 Eh


Energy comparison, zero being the most stable, in kJ/mol: i 0.0; ii 288.7.